{
  "formula": "C56H78N6O24",
  "method": "wB97M-V/def2-TZVPD",
  "elements": ["C", "C", "C", "O", "C", "O", "O", "H", "H", "H", "H", "H", "H", "C", "C", "C", "O", "C", "O", "O", "H", "H", "H", "H", "H", "H", "C", "C", "C", "O", "C", "O", "O", "H", "H", "H", "H", "H", "H", "C", "C", "C", "O", "C", "O", "O", "H", "H", "H", "H", "H", "H", "C", "C", "C", "O", "C", "O", "O", "H", "H", "H", "H", "H", "H", "C", "C", "C", "O", "C", "O", "O", "H", "H", "H", "H", "H", "H", "C", "C", "C", "O", "C", "O", "O", "H", "H", "H", "H", "H", "H", "C", "C", "C", "O", "C", "O", "O", "H", "H", "H", "H", "H", "H", "N", "C", "C", "C", "C", "H", "H", "H", "H", "H", "N", "C", "C", "C", "C", "H", "H", "H", "H", "H", "N", "C", "C", "C", "C", "H", "H", "H", "H", "H", "N", "C", "C", "C", "C", "H", "H", "H", "H", "H", "N", "C", "C", "C", "C", "H", "H", "H", "H", "H", "N", "C", "C", "C", "C", "H", "H", "H", "H", "H"],
  "coordinates": [[-0.823084, 2.133171, -3.296585], [-1.428004, 3.194707, -4.231355], [-2.915747, 3.437212, -4.137951], [-3.062854, 4.852405, -4.127044], [-1.849133, 5.416891, -4.003458], [-1.612036, 6.582135, -4.064677], [-0.868199, 4.462988, -3.963735], [-1.036688, 2.519512, -2.298513], [0.264416, 2.163923, -3.355585], [-1.176606, 1.114947, -3.417766], [-1.151123, 2.889555, -5.247142], [-3.408873, 3.022173, -3.256813], [-3.540414, 3.081088, -4.960460], [-1.225192, -4.377514, -1.598650], [-1.160696, -4.734642, -0.133685], [-2.300070, -5.718825, 0.156135], [-1.748255, -6.689030, 0.997970], [-0.422379, -6.625928, 0.931986], [0.348116, -7.353485, 1.490230], [-0.032340, -5.509184, 0.282115], [-1.271936, -5.198598, -2.308043], [-0.436101, -3.695031, -1.916859], [-2.079085, -3.690215, -1.597569], [-1.208309, -3.867372, 0.530301], [-2.744995, -6.173309, -0.736074], [-3.168053, -5.282807, 0.659300], [-3.706849, 4.259508, 1.183863], [-2.646463, 3.149482, 1.180418], [-1.367344, 3.367083, 2.052410], [-1.284515, 2.201899, 2.839729], [-2.347674, 1.369776, 2.607736], [-2.521436, 0.295968, 3.089500], [-3.206891, 2.020762, 1.850853], [-4.755936, 4.029226, 1.001451], [-3.393978, 5.025870, 0.471250], [-3.761370, 4.766144, 2.151946], [-2.270238, 2.892763, 0.191446], [-1.424275, 4.268160, 2.664480], [-0.578857, 3.425527, 1.303510], [2.312345, -2.469686, -0.304754], [1.298513, -1.446181, 0.138594], [1.821071, -0.022771, 0.445862], [0.768175, 0.822786, 0.015014], [-0.168037, 0.068205, -0.652420], [-1.268218, 0.410306, -0.947665], [0.295688, -1.206816, -0.849204], [2.633436, -2.214458, -1.317240], [1.936847, -3.492256, -0.283408], [3.197548, -2.433814, 0.333433], [0.707825, -1.662003, 1.030490], [2.694227, 0.121097, -0.197190], [2.060635, 0.347894, 1.442067], [-4.061132, 0.947105, -1.172282], [-5.461984, 1.137761, -1.660724], [-6.412628, 1.633192, -0.547334], [-7.079645, 2.742672, -1.104091], [-6.736584, 2.917337, -2.393654], [-7.306348, 3.558255, -3.198315], [-5.590591, 2.152783, -2.655282], [-4.146204, 0.155630, -0.427893], [-3.417201, 1.700402, -0.729897], [-3.435936, 0.630550, -2.010834], [-5.843386, 0.211840, -2.095389], [-5.904284, 1.947958, 0.366647], [-7.126032, 0.876584, -0.213893], [6.974523, 1.707071, -0.063187], [6.701057, 0.891255, 1.209170], [5.242771, 0.936996, 1.726351], [4.745827, -0.390050, 1.701973], [5.714188, -1.195346, 1.201430], [5.674342, -2.380380, 1.131054], [6.743795, -0.474874, 0.695566], [7.968900, 1.524615, -0.465312], [6.984885, 2.784189, 0.130917], [6.171549, 1.496321, -0.766239], [7.480278, 0.928158, 1.968520], [4.638178, 1.553385, 1.054678], [5.128901, 1.332876, 2.735270], [1.309904, 7.514080, -0.762904], [0.988419, 6.191770, -0.079243], [-0.400407, 5.617180, -0.351033], [-0.098859, 4.314156, -0.816396], [1.208886, 4.181771, -1.086335], [1.707611, 3.217082, -1.593623], [1.885770, 5.189575, -0.556773], [1.167061, 7.484646, -1.841145], [2.290843, 7.892274, -0.480411], [0.611673, 8.245377, -0.341512], [1.127996, 6.281676, 0.999875], [-0.935610, 6.186456, -1.115607], [-0.936667, 5.774397, 0.586358], [0.694025, 0.910823, 4.621680], [1.454854, 0.205070, 5.713225], [0.709060, -0.883106, 6.534928], [1.627032, -1.950776, 6.596657], [2.733538, -1.701507, 5.852885], [3.595398, -2.499360, 5.683555], [2.660781, -0.474059, 5.311944], [0.883860, 1.974854, 4.717962], [-0.370061, 0.887654, 4.884041], [0.723724, 0.419245, 3.652412], [1.841158, 0.937962, 6.427154], [-0.175129, -1.187165, 5.970762], [0.316973, -0.442686, 7.450963], [3.271696, 5.151783, 3.986749], [3.224934, 5.158916, 2.619425], [2.940974, 3.848458, 2.230066], [2.885548, 3.061255, 3.410585], [3.119755, 3.888342, 4.469835], [3.392724, 5.994516, 4.518891], [3.386207, 6.102366, 2.125620], [2.707267, 3.504441, 1.234953], [2.695363, 2.005718, 3.483672], [3.073518, 3.731841, 5.535601], [0.598162, -4.234647, 3.944436], [-0.516529, -4.030070, 4.710648], [-1.105110, -2.880449, 4.261838], [-0.450934, -2.491191, 3.046611], [0.691721, -3.243301, 3.013656], [1.244977, -5.000908, 4.006022], [-0.787338, -4.770794, 5.443984], [-2.022876, -2.440814, 4.623844], [-0.622110, -1.556631, 2.535142], [1.553945, -3.190547, 2.367407], [-6.089226, -2.932452, 0.767975], [-5.340003, -3.424217, 1.796047], [-4.055147, -2.980390, 1.601695], [-3.996041, -2.259785, 0.419428], [-5.315884, -2.141501, -0.039025], [-7.031341, -3.210837, 0.561866], [-5.825783, -4.029132, 2.542982], [-3.225692, -3.028599, 2.293389], [-3.179005, -1.722333, -0.036764], [-5.674948, -1.555803, -0.867247], [1.054992, -6.808808, -3.977722], [1.377343, -7.579658, -2.921018], [2.095863, -6.787494, -2.045800], [2.172357, -5.499996, -2.555638], [1.615172, -5.555243, -3.838978], [0.513216, -7.034014, -4.791595], [1.020328, -8.596014, -2.885556], [2.453535, -7.072229, -1.067860], [2.615684, -4.595682, -2.174136], [1.397487, -4.835085, -4.610319], [4.402964, -1.116515, -3.749052], [3.412669, -0.465654, -4.431969], [3.141555, 0.685786, -3.684462], [3.859265, 0.594845, -2.493627], [4.672318, -0.500270, -2.555333], [4.807825, -1.962152, -4.110784], [3.042483, -0.841175, -5.370377], [2.489321, 1.513291, -3.914698], [3.753801, 1.488783, -1.892542], [5.299386, -0.987770, -1.825462], [-1.242820, -1.607968, -3.490490], [-2.439946, -1.849094, -4.101805], [-2.173652, -2.630411, -5.227210], [-0.821177, -3.038512, -5.110027], [-0.239786, -2.337756, -4.083582], [-1.104269, -1.062405, -2.660713], [-3.336216, -1.369618, -3.743222], [-2.917893, -2.876952, -5.966001], [-0.469986, -3.718639, -5.871268], [0.763695, -2.339733, -3.692998]],
  "atomic_forces_ev_per_a": [[-0.17, 1.63, 0.47], [0.60, -2.04, -0.73], [-1.40, -0.55, 0.15], [0.49, 0.56, 0.37], [0.60, -0.31, -1.14], [-0.19, 0.11, 0.66], [-0.31, 0.85, 0.41], [-0.11, -0.52, 0.19], [-0.02, -0.13, -0.28], [-0.27, 0.13, -0.26], [-0.08, 0.42, -0.13], [0.38, 0.11, 0.28], [0.49, -0.14, -0.19], [0.61, 1.66, 0.55], [-0.66, -1.05, -0.25], [-1.63, 0.79, 0.00], [-0.09, -1.04, 0.23], [1.27, 0.60, 0.99], [-0.45, -0.10, -0.41], [0.44, -0.11, -0.48], [-0.26, -0.12, 0.20], [0.34, -0.34, 0.18], [-0.44, -0.47, -0.64], [0.02, 0.10, -0.19], [0.58, -0.15, -0.15], [0.34, 0.22, 0.16], [0.74, 0.80, 0.21], [-0.37, 0.44, 1.40], [-0.80, 0.57, -1.29], [0.47, -0.76, 0.19], [0.47, 0.75, 0.63], [0.41, 0.12, -0.02], [-1.42, -0.54, -1.36], [0.28, -0.73, -0.50], [-0.17, 0.01, -0.10], [0.35, -0.17, 0.14], [-0.50, -0.22, -0.15], [0.10, -0.16, 0.18], [0.59, -0.08, 0.68], [0.02, 0.23, 0.09], [-0.06, 0.58, 1.91], [1.20, -0.01, -1.31], [-2.04, -0.46, -1.02], [1.46, -0.62, 1.09], [0.00, 0.37, -0.23], [-0.42, 1.30, -0.43], [0.01, -0.02, -0.03], [-0.22, 0.09, -0.01], [-0.03, 0.05, 0.08], [0.32, -0.98, -0.05], [0.01, 0.41, 0.02], [-0.02, -0.97, 0.27], [0.67, -1.04, -0.73], [-0.31, 1.11, 0.86], [0.33, -0.46, 0.62], [-0.72, 0.41, -0.27], [1.29, -1.52, 0.11], [-0.07, 0.62, -0.18], [-1.01, 0.74, -0.12], [0.42, -0.12, -0.09], [-1.01, 0.72, 0.05], [-0.12, -0.51, 0.08], [0.14, -0.04, -0.03], [0.29, 0.11, -0.22], [-0.16, 0.04, -0.33], [-0.04, 0.96, 1.13], [-0.26, -1.03, -1.58], [0.07, 1.28, 0.03], [0.68, -0.47, 0.01], [0.49, -0.15, -0.66], [-0.53, -0.12, 0.11], [-0.26, -0.18, 0.92], [-0.14, -0.51, -0.10], [-0.29, -0.01, 0.17], [0.22, -0.07, -0.24], [-0.16, 0.41, 0.11], [-0.04, -0.05, 0.03], [0.15, -0.04, -0.03], [-0.68, 0.21, 0.84], [0.67, 0.97, -0.21], [0.74, 1.50, -0.35], [-1.51, -0.43, 0.08], [0.76, -1.34, 0.43], [-0.38, 0.65, 0.02], [0.42, 0.44, -0.20], [0.12, -0.13, -0.01], [0.17, -0.27, -0.23], [-0.09, 0.07, -0.22], [0.24, -0.07, -0.05], [0.07, -0.22, -0.18], [-0.44, -1.24, -0.06], [-1.11, -0.16, 1.10], [0.66, -0.21, 1.48], [-0.68, 0.99, -1.89], [-0.02, -0.12, 0.87], [-0.75, -0.21, -0.12], [0.25, 0.20, 0.01], [0.07, -0.03, -0.74], [0.43, -0.02, -1.00], [-0.01, -0.36, 0.08], [0.45, 0.36, -0.14], [-0.26, 0.25, -0.04], [0.11, -0.35, -0.03], [0.67, -0.56, 0.56], [0.43, 0.40, -0.29], [-0.55, -0.95, 0.27], [0.08, 0.81, 0.02], [0.17, -0.03, -0.27], [-0.45, 0.35, 0.53], [0.14, -0.17, 0.22], [-0.09, -0.20, -0.38], [0.31, 0.04, -0.08], [0.04, -0.01, -0.11], [0.15, -0.18, -0.05], [0.14, 0.38, -0.10], [0.39, -0.16, -0.01], [-1.35, -0.42, -0.80], [0.82, 0.96, 1.73], [0.21, -0.75, -0.99], [-0.02, -0.01, 0.15], [-0.07, 0.27, 0.21], [0.01, -0.10, 0.07], [-0.18, -0.09, -0.11], [-0.07, -0.13, -0.05], [-0.19, 0.57, -0.35], [-0.08, -0.05, -0.20], [0.72, -0.56, 1.31], [-1.77, 1.46, -1.12], [1.40, -0.79, -0.02], [-0.08, 0.16, 0.12], [0.27, -0.01, 0.13], [-0.09, -0.48, 0.02], [0.20, -0.09, 0.27], [-0.32, -0.37, -0.09], [0.59, 1.34, -0.93], [-0.03, -0.21, 0.54], [-0.33, -1.04, 1.19], [0.02, 0.89, -2.55], [-0.85, -0.32, 0.97], [0.03, -0.43, 0.10], [0.21, -0.01, 0.25], [-0.06, -0.20, -0.08], [0.19, -0.24, 0.29], [0.21, 0.23, 0.20], [-0.55, -0.54, -0.23], [0.34, 1.41, 0.65], [-0.84, -1.31, -1.35], [0.10, 1.54, -0.10], [0.06, -0.59, 0.19], [0.14, -0.09, 0.40], [0.07, 0.12, -0.06], [-0.13, -0.21, -0.17], [0.54, -0.55, 0.88], [0.23, 0.20, -0.09], [0.39, -0.51, 0.05], [0.55, 0.35, -1.12], [-0.77, 0.38, 1.93], [-0.50, 0.27, -1.40], [-0.51, -0.21, -0.01], [-0.18, 0.01, 0.21], [-0.03, 0.02, -0.12], [0.14, -0.33, -0.02], [0.84, 0.07, 0.33], [-0.01, 0.06, 0.03]],
  "homo_lumo_gap_ev": 7.90,
  "total_energy_ev": -117416.8718,
  "e_above_lowest_kj_mol": 38.6
}